19
Properties=species:S:1:pos:R:3:forces:R:3 method="wB97M-V/def2-TZVPD" mol_weight_g_mol=102.2 relative_energy_kj_mol=147.6 e_tot_ev=-8915.5343 fmax_ev_per_a=2.54 total_charge=-1 smiles=CCN(C)CC[O-]
C -1.620752 0.787425 -1.764085 -0.0933 -0.6895 0.7003
C -1.168061 0.861028 -0.274588 0.8429 -0.9053 -0.0875
N 0.191304 0.211551 -0.204521 -1.8040 -0.0358 0.0127
C -0.056760 -1.251330 -0.483434 2.0399 1.4658 -0.3979
C 0.813322 0.513292 1.098687 -0.1314 -1.5407 -0.7445
C 1.972791 -0.510995 1.474299 -0.4384 0.7189 1.5479
O 1.701729 -1.774578 1.794074 -0.5230 -0.2310 -0.1720
H -2.422228 1.450840 -2.119198 0.5998 0.3392 0.2604
H -0.656448 0.834874 -2.275666 -0.3687 0.6046 -0.5303
H -2.001278 -0.215251 -2.017732 0.1238 0.1551 0.3849
H -1.822506 0.329318 0.445584 -0.2041 -0.1264 -0.4554
H -1.096131 1.837964 0.194844 0.1229 0.5768 -0.6452
H 0.817424 -1.790997 -0.119589 -0.4744 -0.2772 0.6423
H -1.013149 -1.620420 -0.111596 0.0212 -0.1576 0.1009
H 0.063868 -1.311106 -1.559857 -0.7806 -0.3641 -0.4435
H -0.014398 0.544264 1.819178 0.3381 -0.2344 0.7075
H 1.275959 1.500362 1.062557 -0.0226 0.2359 -0.1803
H 2.697845 -0.452757 0.621409 0.1608 0.6018 0.2281
H 2.337466 0.056516 2.419633 0.5910 -0.1362 -0.9284